# 1
Computed, not measured: the molecule C7H8Br2OS at a distorted geometry, with the ωB97M-V functional and the def2-TZVPD basis.

Its LUMO energy is 0.44 eV. Its total charge is 0. The HOMO energy comes out at -8.38 eV. The total energy is -160354.468 eV. As for the frontier orbital gap: 8.824 eV.

```
19
Properties=species:S:1:pos:R:3:forces:R:3:nbo_charge:R:1
C 2.029467 -2.270837 0.475319 0.28 0.79 -0.37 -0.65
C 0.997027 -1.176004 0.486245 0.68 0.93 0.45 -0.17
C 1.278208 0.096696 0.181297 -2.95 1.42 0.18 -0.14
Br 2.815227 0.945003 -0.527252 -0.01 -0.58 0.53 0.10
C -0.113519 1.024651 0.081263 3.97 -0.92 -1.42 -0.16
Br 0.155768 2.674682 1.098089 0.09 0.21 -0.67 0.04
C -0.081688 1.250494 -1.522833 1.02 3.35 1.71 0.43
O -0.298632 0.458944 -2.357958 -0.80 -1.67 -0.71 -0.50
C -1.229931 0.311064 0.751209 0.59 -1.94 -1.29 -0.35
C -2.535750 0.609137 0.042807 1.75 0.56 -1.66 -0.62
S -0.744539 -1.509155 0.614161 0.09 0.43 0.68 0.25
H 3.048772 -1.816944 0.487267 -0.81 -0.26 -0.39 0.24
H 1.770611 -2.670149 -0.506413 0.82 -0.94 0.02 0.24
H 2.055126 -3.014374 1.278414 -0.73 0.15 -0.24 0.24
H 0.352088 2.294133 -1.824859 -0.68 -1.21 0.69 0.13
H -1.184075 0.626616 1.772888 -0.40 -0.35 0.63 0.24
H -2.267567 1.517274 -0.546494 -1.14 -0.12 0.68 0.21
H -3.270238 0.753260 0.768042 -1.63 0.34 0.64 0.23
H -2.776356 -0.104490 -0.751192 -0.14 -0.20 0.54 0.24
```
Forces are in eV/Å.


# 2
Computed, not measured: a cluster of 6 separate species, C29H52NO15S in total at a distorted geometry, with the ωB97M-V functional and the def2-TZVPD basis.

Its LUMO energy is 2.23 eV. Its total charge is -1. The HOMO energy comes out at -2.60 eV. The total energy is -73951.999 eV. As for the frontier orbital gap: 4.831 eV.

```
98
Properties=species:S:1:pos:R:3:forces:R:3:mulliken_charge:R:1
C 3.108268 -2.807233 1.443373 0.22 1.02 -0.48 -0.90
C 2.741779 -1.400818 0.717881 0.41 -1.20 0.34 -0.20
S 0.907113 -1.216133 0.473544 0.77 0.36 -0.13 -0.13
C 0.138928 -0.161371 1.801139 -1.49 0.85 1.34 -0.22
C -1.289925 0.405983 1.286546 0.52 -2.74 -0.56 -0.90
C -2.160315 -0.895277 1.029326 -0.40 0.10 0.73 0.44
C -2.779337 -1.651548 2.204761 -0.62 -1.78 -4.73 -0.49
C -3.528443 -2.892703 1.724601 1.54 2.23 -1.29 -0.31
C -3.586914 -3.215531 0.257211 -0.56 -0.58 0.91 -0.43
N -3.077194 -2.531470 -0.872842 0.68 1.78 5.59 -0.59
C -2.389845 -1.401598 -0.380939 -0.21 -0.03 -0.12 -0.15
H 2.711359 -2.759241 2.508873 0.66 -0.28 -1.32 0.20
H 4.253400 -2.891243 1.403584 -1.57 -0.11 0.39 0.38
H 2.657391 -3.702150 0.900739 0.50 1.27 0.69 0.19
H 3.174031 -0.557875 1.346058 -0.56 -0.89 -0.97 0.22
H 3.200570 -1.414658 -0.334227 -0.57 0.23 1.54 0.04
H -0.066553 -0.836584 2.710437 0.37 0.95 -1.30 0.15
H 0.816917 0.679673 2.166268 -0.60 -1.11 -0.79 0.39
H -1.158647 1.015414 0.329711 -0.01 -1.01 0.90 0.05
H -2.676762 -1.349014 3.286712 -0.13 -0.30 -1.54 0.44
H -4.035540 -3.571234 2.481427 0.70 0.82 -1.27 0.30
H -4.142054 -4.186322 -0.007142 0.82 1.51 0.44 0.34
H -1.910079 -0.762778 -1.205538 -0.69 -0.95 1.40 0.27
C -6.998253 -1.868672 -0.898050 -0.26 0.17 0.07 -1.09
C -6.187028 -1.612673 -2.153796 0.35 -0.42 0.62 -0.01
O -6.913791 -0.792133 -3.083436 -0.10 0.55 -0.27 -0.37
C -6.961371 0.509140 -2.777361 0.03 -0.48 0.26 0.77
O -6.455312 1.029307 -1.814256 -0.17 0.07 -0.43 -0.55
O -7.696443 1.134798 -3.714402 0.14 -0.06 0.05 -0.35
C -7.915522 2.516603 -3.443309 -0.06 0.36 -0.04 -0.59
H -7.975933 -2.289487 -1.152840 0.11 -0.10 -0.05 0.32
H -6.474236 -2.561299 -0.236874 0.05 0.06 -0.09 0.33
H -7.183832 -0.943868 -0.349147 0.16 -0.04 -0.01 0.26
H -5.993459 -2.561138 -2.657973 -0.10 0.23 -0.22 0.30
H -5.217130 -1.165546 -1.923952 -0.18 0.05 -0.01 0.20
H -6.973426 3.042114 -3.274683 -0.10 -0.12 0.14 0.25
H -8.576695 2.626851 -2.581779 0.18 0.05 0.04 0.28
H -8.403717 2.954578 -4.314626 0.04 -0.29 -0.02 0.22
C -1.023723 -8.069272 5.924172 -0.12 -0.06 -0.25 -1.09
C -0.300042 -6.797030 6.324484 -0.24 -0.27 0.23 -0.17
O 0.297634 -6.162249 5.189398 0.01 0.17 0.09 -0.38
C -0.549512 -5.494369 4.387050 0.09 0.15 -0.59 0.73
O -1.741482 -5.386182 4.547797 0.35 -0.08 0.16 -0.58
O 0.153795 -4.994157 3.364952 -0.11 -0.39 0.70 -0.31
C -0.648144 -4.346014 2.370143 -0.09 0.34 -0.49 -0.32
H -0.351313 -8.735856 5.376910 0.04 0.03 0.17 0.29
H -1.401358 -8.591488 6.806027 0.06 0.03 -0.01 0.35
H -1.866131 -7.856096 5.264324 0.02 0.09 0.13 0.31
H 0.514650 -7.044227 7.008329 0.13 0.16 -0.24 0.29
H -0.962955 -6.103086 6.848338 -0.02 0.00 -0.23 0.30
H -1.283299 -3.579248 2.810464 0.08 -0.26 -0.01 0.19
H -1.249713 -5.085221 1.837849 -0.11 0.08 0.16 0.34
H 0.023916 -3.866826 1.656870 0.10 -0.07 0.23 -0.01
C 5.108297 3.625210 -0.952220 -0.11 0.13 0.24 -1.11
C 6.351894 2.767227 -0.813671 -0.47 -0.06 -0.46 -0.10
O 7.124555 3.152659 0.332561 0.19 -0.16 0.34 -0.34
C 6.643712 2.745021 1.515487 -0.20 0.14 -0.20 0.76
O 5.644624 2.094432 1.688740 0.40 0.13 0.02 -0.54
O 7.453806 3.212837 2.479641 -0.04 -0.12 -0.25 -0.35
C 6.991105 2.939818 3.800717 -0.03 -0.07 0.43 -0.62
H 5.374681 4.685961 -0.964148 0.06 -0.09 -0.14 0.31
H 4.573937 3.382873 -1.873026 0.06 0.00 0.04 0.35
H 4.428114 3.477858 -0.111974 0.03 -0.14 -0.09 0.30
H 6.992693 2.915534 -1.685267 0.19 0.06 0.28 0.25
H 6.105290 1.702967 -0.770618 -0.02 0.12 0.21 0.29
H 6.796539 1.874745 3.940694 -0.12 0.14 -0.11 0.29
H 6.093869 3.525136 4.009329 -0.03 -0.18 -0.04 0.29
H 7.773400 3.242183 4.497592 0.06 0.07 -0.29 0.21
C 5.701014 -0.469441 -6.467778 -0.20 -0.20 -0.06 -1.14
C 5.600400 0.596124 -5.392276 0.39 -0.21 -0.18 -0.12
O 4.234404 0.919050 -5.109032 -0.02 0.07 0.22 -0.37
C 3.571083 0.021854 -4.360607 -0.43 -0.09 -0.02 0.75
O 4.024720 -1.003982 -3.915169 0.02 0.37 -0.13 -0.55
O 2.310587 0.450712 -4.217704 0.65 0.00 -0.17 -0.33
C 1.460156 -0.469240 -3.527834 -0.44 -0.30 0.38 -0.30
H 5.148486 -0.164812 -7.360972 0.14 0.10 0.05 0.29
H 6.744175 -0.646185 -6.738520 -0.04 0.06 0.01 0.36
H 5.268399 -1.413557 -6.133177 0.10 0.07 0.10 0.32
H 6.070521 1.515088 -5.748500 -0.30 0.07 0.09 0.32
H 6.122516 0.298533 -4.478788 -0.21 -0.09 -0.03 0.27
H 1.882563 -0.752703 -2.562303 -0.03 0.00 -0.16 0.01
H 1.287154 -1.351641 -4.146783 0.13 0.00 0.10 0.31
H 0.504265 0.023943 -3.352444 0.23 0.16 -0.11 0.19
C -0.524983 7.217835 1.158883 -0.03 -0.24 0.15 -1.09
C -1.068496 7.478355 -0.233659 0.11 0.29 0.37 -0.18
O -1.225477 6.257524 -0.964872 -0.19 0.03 -0.17 -0.36
C -2.291777 5.514143 -0.627069 0.06 -0.48 0.05 0.75
O -3.109986 5.789253 0.216555 0.21 0.11 -0.33 -0.56
O -2.274175 4.400636 -1.370671 0.07 0.66 0.13 -0.30
C -3.299688 3.463020 -1.034295 -0.40 -0.53 0.11 -0.57
H 0.401013 6.638823 1.105987 -0.01 0.15 -0.06 0.29
H -0.326605 8.158635 1.677135 0.01 -0.02 -0.07 0.35
H -1.228463 6.637552 1.757790 -0.04 0.11 -0.08 0.32
H -0.354616 8.086953 -0.792666 -0.06 -0.27 -0.18 0.28
H -2.011016 8.031873 -0.202508 -0.02 -0.22 0.03 0.31
H -4.286893 3.928807 -1.060121 0.16 0.04 0.11 0.26
H -3.102510 3.032441 -0.050893 -0.08 0.07 -0.03 0.32
H -3.277610 2.662400 -1.773670 0.23 0.20 0.00 0.20
```
Forces are in eV/Å.


# 3
Computed, not measured: a structure of composition C34H34AsClF6NRhSi at a distorted geometry, with the ωB97M-V functional and the def2-TZVPD basis.

Its LUMO energy (alpha / beta) is 1.50 / 1.23 eV. Its total charge is -1. As for the multiplicity: 2. The HOMO energy (alpha / beta) comes out at -4.63 / -5.53 eV. The total energy is -137856.436 eV. As for the frontier orbital gap (alpha / beta): 6.126 / 6.759 eV.

```
79
Properties=species:S:1:pos:R:3:forces:R:3:lowdin_spin:R:1
Rh -0.203743 1.737142 0.287944 -1.63 1.05 1.35 0.27
C -0.667427 1.779846 -1.696511 -0.04 -0.67 0.43 -0.05
Si -1.578856 0.175010 -1.880730 -0.01 -0.17 -0.88 -0.01
C -1.123866 -0.928205 -0.431457 -0.08 -0.34 0.15 0.00
N -1.020966 -0.222522 0.870164 0.17 0.20 -1.16 0.04
C -0.167029 -0.991694 1.795987 0.13 0.13 0.13 0.00
C -0.809843 -2.313623 2.204913 0.00 -0.01 -0.01 0.00
C -2.269389 -2.125668 2.668864 0.00 0.00 -0.01 0.00
C -2.607251 -0.643697 2.779279 -0.05 0.04 0.03 0.00
C -2.367074 0.076310 1.461411 0.02 0.10 0.02 0.00
C -3.420214 0.246181 -2.172815 -0.02 -0.09 0.05 0.00
C -4.218058 -0.876909 -1.929394 0.03 0.01 0.01 0.00
C -5.567861 -0.881205 -2.239347 -0.01 0.02 0.00 0.00
C -6.146844 0.245964 -2.807266 -0.05 -0.03 0.01 0.00
C -5.373173 1.365513 -3.059631 0.01 0.06 0.05 0.00
C -4.021191 1.362146 -2.745699 -0.07 0.07 0.05 0.00
C -0.856584 -0.799803 -3.342435 0.02 0.08 -0.01 0.00
C -1.615936 -1.205043 -4.439748 -0.05 -0.03 0.01 0.00
C -1.038735 -1.877728 -5.510050 -0.01 -0.02 -0.02 0.00
C 0.318763 -2.157457 -5.506732 0.01 0.01 0.01 0.00
C 1.097916 -1.757082 -4.429014 0.00 -0.03 -0.03 0.00
C 0.512669 -1.087942 -3.365437 0.04 0.03 0.04 0.00
H -1.239791 2.705508 -1.713296 -0.03 0.02 -0.25 0.00
H 0.235359 1.827169 -2.301341 -0.03 0.12 -0.06 0.00
H -0.121853 -1.303766 -0.657718 -0.01 -0.01 -0.06 0.00
H -1.787927 -1.804610 -0.388303 0.07 -0.01 0.16 0.00
H 0.040013 -0.358058 2.660308 -0.04 -0.02 0.02 0.00
H 0.788658 -1.160481 1.303069 -0.03 0.02 0.04 0.00
H -0.193835 -2.752543 2.992062 0.00 0.02 0.03 0.00
H -0.763515 -3.008240 1.363627 0.01 -0.02 0.02 0.00
H -2.436722 -2.628122 3.622937 -0.01 0.00 0.00 0.00
H -2.953403 -2.589119 1.951873 0.01 0.01 -0.02 0.00
H -2.021073 -0.177348 3.574480 0.01 0.01 0.00 0.00
H -3.654622 -0.488237 3.042145 0.00 -0.02 0.01 0.00
H -2.469727 1.152502 1.600498 0.08 -0.28 0.08 0.00
H -3.124897 -0.222252 0.734564 -0.01 0.04 -0.02 0.00
H -3.783845 -1.768857 -1.488750 0.02 0.01 0.00 0.00
H -6.170620 -1.756327 -2.028822 0.00 0.00 -0.01 0.00
H -7.205629 0.255262 -3.034297 -0.01 0.00 -0.01 0.00
H -5.825948 2.259926 -3.465791 -0.01 0.01 -0.03 0.00
H -3.442981 2.259721 -2.918226 0.05 0.06 0.00 0.00
H -2.679332 -0.994789 -4.459620 -0.01 0.01 0.00 0.00
H -1.652086 -2.182846 -6.349294 -0.01 0.00 0.00 0.00
H 0.770489 -2.680856 -6.340228 0.00 0.00 -0.01 0.00
H 2.161064 -1.963922 -4.420614 0.01 0.00 0.01 0.00
H 1.145278 -0.772302 -2.540234 0.00 0.02 0.02 0.00
C 1.518775 1.172252 0.222823 0.97 -0.57 0.49 0.24
C 2.553038 0.764207 0.787476 0.20 -0.01 -0.56 0.01
C 3.752960 0.393882 1.311386 0.36 0.03 0.24 0.24
C 4.033787 -1.029741 1.593055 -0.17 0.24 -0.17 0.01
C 4.785417 -1.427245 2.701121 0.01 -0.08 0.04 0.04
C 4.974783 -2.772215 2.979118 -0.01 0.03 -0.03 0.00
C 4.425043 -3.744044 2.153806 0.01 -0.05 -0.01 0.04
C 3.684085 -3.360801 1.042683 0.00 0.03 0.01 0.00
C 3.492362 -2.017864 0.765650 -0.02 -0.08 0.02 0.04
C 4.746368 1.436224 1.654487 -0.35 -0.17 -0.03 0.01
C 6.118712 1.178994 1.631131 0.07 0.05 0.00 0.04
C 7.028932 2.180559 1.932615 -0.04 -0.02 0.00 0.00
C 6.581578 3.451537 2.265506 0.02 0.04 0.02 0.04
C 5.217867 3.717399 2.287000 -0.03 -0.02 0.00 0.00
C 4.304596 2.721563 1.984136 0.10 0.09 0.00 0.04
H 5.200907 -0.677668 3.361922 -0.01 0.01 -0.01 0.00
H 5.548505 -3.061356 3.850689 0.00 -0.01 0.01 0.00
H 4.573694 -4.793700 2.372755 0.00 0.00 0.01 0.00
H 3.254396 -4.109021 0.388375 0.01 -0.02 0.00 0.00
H 2.921462 -1.712692 -0.103282 -0.02 0.01 0.01 0.00
H 6.474475 0.194665 1.354913 0.00 -0.01 0.00 0.00
H 8.090396 1.968112 1.901629 0.01 0.00 0.00 0.00
H 7.291911 4.232381 2.506989 0.00 0.00 -0.01 0.00
H 4.857578 4.705131 2.544819 0.02 0.01 0.00 0.00
H 3.241536 2.930946 2.004856 -0.02 -0.02 -0.02 0.00
F -2.643490 2.733092 0.115689 0.02 -0.05 -0.11 0.00
As -4.183452 3.324260 0.795667 -0.09 0.27 -0.11 0.00
F -3.684868 2.700246 2.337496 -0.09 0.04 0.08 0.00
F -3.433289 4.839114 1.137954 -0.01 -0.10 0.04 0.00
F -4.627539 3.913221 -0.776393 0.05 -0.12 -0.03 0.00
F -5.685685 3.869187 1.459793 0.05 -0.06 0.00 0.00
F -4.887552 1.778890 0.409541 0.06 0.02 0.05 0.00
Cl 0.004346 3.533537 1.773273 0.41 0.11 -0.08 0.00
```
Forces are in eV/Å.


What is the formula in the second record?
C29H52NO15S